Entry 1:
ORCA calculation (ωB97M-V/def2-TZVPD) on a molecular structure, C21H31IrO4 at a distorted geometry.

Last column: natural (NBO) charge in e.
Cartesian coordinates (Å):
O -0.4481 0.0231 -5.5845  -0.571
C -0.7139 1.2054 -6.4797  -0.065
C -0.0068 0.5887 -7.6780  -0.470
H -0.2532 2.1420 -6.1035  0.196
H -1.8018 1.3475 -6.6849  0.177
C 0.0155 -0.6669 -6.7922  0.279
H 0.9806 1.0350 -7.8456  0.218
H -0.6384 0.4988 -8.5627  0.209
C 1.3841 -1.3059 -6.7520  -0.638
H 2.1575 -0.6107 -6.4108  0.246
H 1.6350 -1.6313 -7.7725  0.215
H 1.3682 -2.1918 -6.1091  0.200
C -1.0719 -1.6611 -7.1680  -0.623
H -2.0446 -1.1600 -7.1555  0.210
H -1.0770 -2.4662 -6.4257  0.210
H -0.9051 -2.0777 -8.1639  0.208
Ir -0.4869 -0.8541 -1.1852  1.033
C -2.1855 -0.7898 0.1735  -0.322
C -1.6929 0.5599 0.1588  -0.271
C -1.8273 1.0763 -1.1595  -0.240
H -1.2906 1.0938 1.0231  0.291
C -2.3144 0.0259 -2.0162  -0.314
C -2.5719 -1.1331 -1.1808  -0.330
H -2.9987 -2.0846 -1.4898  0.252
H -2.2016 -1.4182 1.0642  0.254
H -1.6434 2.1154 -1.4185  0.254
H -2.4447 0.0962 -3.0956  0.266
C 0.5058 -2.2694 0.3188  -0.299
C -0.0318 -2.9066 -0.8639  -0.338
C 0.7397 -2.4278 -1.9946  -0.296
H -0.8306 -3.6415 -0.8408  0.248
C 1.5916 -1.3522 -1.5187  -0.305
C 1.4508 -1.2973 -0.0855  -0.243
H 1.9889 -0.6380 0.5905  0.288
H 0.2188 -2.4327 1.3564  0.249
H 0.6523 -2.8012 -3.0064  0.253
H 2.2477 -0.7344 -2.1180  0.273
O 1.9957 1.2913 -4.9691  -0.551
C 1.2605 0.9452 -3.7666  -0.088
C 0.1594 1.9892 -3.5516  -0.465
H 1.9143 1.0070 -2.8738  0.190
H 0.9032 -0.0818 -3.8314  0.199
C 0.8765 3.2484 -4.0914  -0.439
H -0.0266 2.1280 -2.4812  0.249
H -0.7559 1.6640 -4.0739  0.207
C 2.1106 2.7247 -4.8682  -0.082
H 1.2573 3.7782 -3.2061  0.217
H 0.2201 3.9342 -4.6402  0.209
H 2.9950 2.9597 -4.2503  0.171
H 2.2456 3.1456 -5.8712  0.186
C 1.9940 3.4172 0.7119  -0.714
C 1.4345 2.0453 0.4873  0.760
O 1.0331 1.4154 1.5071  -0.739
O 1.4207 1.5626 -0.7031  -0.684
H 1.2843 4.0251 1.2730  0.229
H 2.2328 3.9139 -0.2252  0.209
H 2.9001 3.3481 1.3180  0.233

Cartesian forces (eV/Å) of the 2 atoms listed first:
-0.2 1.3 -2.1
-0.4 0.4 0.6

Summary:
total charge	0
total energy	-33299.6801	eV
spin multiplicity	5
energy relative to the best compared isomer or geometry (same formula, charge and spin)	18.1	kcal per mole
HOMO-LUMO gap (alpha / beta)	5.757 / 5.761	eV
HOMO level (alpha / beta)	-5.454 / -8.421	eV



Entry 2:
ORCA calculation (ωB97M-V/def2-TZVPD) on a molecular structure, C55H41BrN14O5Pb at a distorted geometry.

Last column: Mulliken charge in e.
Cartesian coordinates (Å):
Pb 0.1719 0.0698 0.2145  1.708
C -4.6863 7.7884 -4.1346  -0.856
O -3.4291 7.1818 -4.3056  -0.447
C -3.0934 6.1386 -3.5055  0.719
C -3.9444 5.5159 -2.5948  -0.793
C -3.4901 4.4522 -1.8349  -0.890
C -2.1807 3.9978 -1.9509  0.623
C -1.3338 4.6282 -2.8661  -0.190
C -1.7817 5.6754 -3.6359  -1.241
C -1.6732 2.9298 -1.0805  1.151
C -2.3730 1.6944 -1.0675  0.458
C -3.4761 1.3735 -1.9400  -1.278
C -3.8182 0.0861 -1.6768  -1.608
C -2.9370 -0.3765 -0.6375  0.697
N -2.0742 0.6310 -0.3003  -0.521
C -2.8923 -1.6805 -0.1348  0.722
C -2.1399 -2.0781 0.9983  0.879
C -2.2725 -3.3379 1.6834  -0.852
C -1.6075 -3.2074 2.8582  -1.863
C -1.0361 -1.8816 2.8688  -0.454
C -0.2971 -1.2675 3.8988  0.957
C -0.4956 -1.5755 5.2978  0.939
C 0.2207 -0.8955 6.3092  -0.530
C 0.0941 -1.2256 7.6333  -0.950
C -0.7775 -2.2450 8.0409  0.770
O -0.7737 -2.5522 9.3541  -0.436
C -1.5988 -3.5977 9.8189  -0.830
C -1.6062 -2.8198 7.0774  -1.058
C -1.4807 -2.4715 5.7515  -0.666
C 0.7455 -0.3260 3.5464  -0.309
N 0.6495 0.6469 2.6586  -0.325
C 1.8657 1.2933 2.6189  0.253
C 2.1212 2.4381 1.8786  1.465
C 3.4345 3.0822 2.0257  -0.675
C 4.2967 3.1241 0.9266  -0.140
C 5.5568 3.6622 1.0476  -1.054
C 5.9779 4.2178 2.2585  0.920
O 7.2288 4.7512 2.2827  -0.458
C 7.6972 5.2773 3.5010  -0.862
C 5.1139 4.1970 3.3493  -0.626
C 3.8658 3.6110 3.2369  -0.559
C 1.1850 3.0244 0.9824  0.295
C 1.2563 4.3558 0.4503  -1.505
C 0.1600 4.5174 -0.3341  -1.090
C -0.5462 3.2591 -0.3228  0.343
N 0.0939 2.4032 0.5177  -0.181
C 2.7883 0.6113 3.4898  -1.099
C 2.0864 -0.3898 4.0816  -1.494
N -1.3300 -1.2657 1.6969  -0.045
C -3.6478 -2.7373 -0.8274  -0.220
C -5.0351 -2.7786 -0.9512  -0.014
C -5.6401 -3.7627 -1.7067  -0.954
C -4.8700 -4.7039 -2.3961  0.813
O -5.5409 -5.5749 -3.1979  -0.478
C -4.7851 -6.3415 -4.1087  -0.838
C -3.4883 -4.6855 -2.2434  -0.739
C -2.8932 -3.7310 -1.4462  -0.510
H -4.7178 8.6010 -4.8578  0.252
H -4.8009 8.1923 -3.1220  0.349
H -5.5053 7.0943 -4.3415  0.320
H -4.9611 5.8516 -2.4635  0.409
H -4.1496 3.9958 -1.1117  0.551
H -0.3182 4.2775 -2.9719  0.594
H -1.1282 6.1693 -4.3375  0.494
H -3.9064 2.0185 -2.6831  0.638
H -4.5877 -0.4975 -2.1433  0.510
H -2.8107 -4.1967 1.3373  0.625
H -1.4159 -3.9800 3.5756  0.875
H 0.8803 -0.0858 6.0406  0.579
H 0.6625 -0.7114 8.3934  0.447
H -1.3316 -3.7482 10.8645  0.243
H -1.4189 -4.5246 9.2667  0.350
H -2.6594 -3.3347 9.7490  0.337
H -2.3685 -3.5292 7.3613  0.442
H -2.1818 -2.8977 5.0562  0.705
H 3.9646 2.6940 -0.0078  1.100
H 6.2370 3.6619 0.2109  0.488
H 8.7324 5.5666 3.3266  0.246
H 7.6628 4.5265 4.2979  0.339
H 7.1192 6.1572 3.8075  0.334
H 5.4034 4.6337 4.2917  0.420
H 3.2096 3.5991 4.0954  0.474
H 2.0363 5.0640 0.6479  0.546
H -0.1377 5.4053 -0.8550  0.680
H 3.8278 0.8470 3.6039  0.714
H 2.4407 -1.1530 4.7474  0.784
H -5.6449 -2.0418 -0.4482  0.583
H -6.7140 -3.8042 -1.8030  0.430
H -5.5079 -6.8778 -4.7225  0.250
H -4.1375 -7.0641 -3.6007  0.297
H -4.1733 -5.6944 -4.7448  0.371
H -2.8590 -5.3963 -2.7527  0.363
H -1.8189 -3.6887 -1.3828  0.532
N -0.2841 1.4705 -3.1357  0.640
C -0.6688 0.1614 -3.0566  -0.108
N -1.3358 -0.4910 -4.0122  -0.730
N -1.4558 -1.7182 -3.5590  -0.929
N -0.9085 -1.8293 -2.3961  -0.235
N -0.3994 -0.6609 -2.0331  0.775
C 0.9070 1.8606 -2.5865  -0.187
N 1.6720 2.8227 -3.1125  -0.398
N 2.7204 2.8708 -2.3237  -1.051
N 2.6139 2.0110 -1.3672  -0.505
N 1.4761 1.3463 -1.4875  0.555
H -0.5259 1.9463 -3.9952  0.425
O 3.0912 -4.3540 -5.1103  -0.550
C 2.8118 -3.2884 -4.3348  1.044
C 2.7562 -1.9873 -4.8314  -0.869
C 2.4845 -0.9584 -3.9497  -0.349
N 2.3032 -1.1448 -2.6549  -0.007
C 2.3527 -2.3712 -2.2029  0.109
Br 2.1030 -2.5906 -0.3249  -0.188
C 2.5975 -3.4904 -2.9714  -0.595
H 3.2014 -4.0846 -6.0330  0.295
H 2.9163 -1.7926 -5.8813  0.298
H 2.4242 0.0654 -4.2911  0.365
H 2.6383 -4.4763 -2.5414  0.450

Cartesian forces (eV/Å) of the 2 atoms listed first:
0.8 -0.4 -0.3
-0.2 0.1 0.1

Summary:
total charge	0
total energy	-164083.9182	eV
energy relative to the best compared isomer or geometry (same formula, charge and spin)	39.7	kcal per mole
HOMO-LUMO gap (alpha / beta)	4.477 / 4.479	eV
HOMO level (alpha / beta)	-7.214 / -7.215	eV



Entry 3:
ORCA calculation (ωB97M-V/def2-TZVPD) on a molecular structure, C7H16N2 at a distorted geometry.

Last column: natural (NBO) charge in e.
Cartesian coordinates (Å):
C 0.1769 -1.4188 1.8841  -0.654
C 1.3076 -1.4898 -0.3731  -0.674
C -2.2516 -0.3174 0.4220  -0.639
C 0.1309 -1.2571 0.3860  0.066
C -0.9251 -0.5947 -0.2344  -0.266
H -0.9869 -0.7370 -1.3100  0.211
H 1.1948 -1.6058 2.2372  0.218
H -0.4400 -2.2678 2.1881  0.223
H -0.2029 -0.5448 2.4184  0.214
H 1.1768 -1.7388 -1.4250  0.232
H 1.6083 -0.2017 -0.6808  0.330
H 2.1034 -2.0624 0.0955  0.213
H -2.9121 -1.1884 0.3633  0.216
H -2.1592 -0.0540 1.4771  0.206
H -2.7655 0.5099 -0.0746  0.208
C 0.3108 1.9129 0.8029  -0.648
N 0.9947 0.6846 -2.6087  -0.675
C 0.1065 1.3182 -0.5610  0.063
N 1.2136 1.0069 -1.2387  -0.383
H 1.8024 1.0041 -3.1292  0.360
H 0.1680 1.1514 -2.9729  0.338
H -0.7559 1.6812 -1.1195  0.183
H 1.1337 1.4152 1.3161  0.223
H 0.5548 2.9755 0.7212  0.223
H -0.5841 1.8186 1.4159  0.211

Cartesian forces (eV/Å) of the 2 atoms listed first:
0.0 -0.1 0.1
0.1 0.6 -0.4

Summary:
total charge	0
total energy	-10495.5470	eV
energy relative to the best compared isomer or geometry (same formula, charge and spin)	85.6	kcal per mole
HOMO-LUMO gap	8.851	eV
HOMO level	-7.782	eV



Entry 4:
ORCA calculation (ωB97M-V/def2-TZVPD) on a molecular structure, C24H34AgGeI.

Last column: natural (NBO) charge in e.
Cartesian coordinates (Å):
Ag 0.1270 0.1332 -0.0410  0.809
I 2.7732 0.2309 -0.0912  0.209
C 2.7218 2.3479 -0.1388  -0.131
C 3.9154 3.0026 -0.1871  -0.255
C 3.9178 4.4105 -0.2145  -0.221
C 2.7370 5.0917 -0.1903  -0.169
C 1.4979 4.4109 -0.1407  -0.090
C 0.2796 5.1252 -0.1149  -0.198
C -0.9073 4.4557 -0.0664  -0.207
C -0.9295 3.0459 -0.0435  -0.253
C 0.2191 2.2789 -0.0669  -0.447
C 1.4564 2.9879 -0.1148  -0.043
H 4.8504 2.4604 -0.2056  0.220
H 4.8605 4.9377 -0.2540  0.217
H 2.7299 6.1746 -0.2093  0.212
H 0.3097 6.2077 -0.1343  0.206
H -1.8376 5.0088 -0.0465  0.208
H -1.8940 2.5513 -0.0052  0.206
C -4.8555 -1.7951 1.0530  -0.585
C -4.4331 -0.6361 0.1420  -0.183
C -4.9200 -0.9015 -1.2877  -0.584
C -5.0330 0.6764 0.6584  -0.584
C -2.9711 -0.5408 0.1361  0.092
C -1.7636 -0.4641 0.1313  -0.525
H -5.9419 -1.8887 1.0547  0.207
H -4.5219 -1.6240 2.0761  0.213
H -4.4282 -2.7360 0.7065  0.212
H -6.0071 -0.9864 -1.2977  0.206
H -4.4968 -1.8277 -1.6755  0.212
H -4.6293 -0.0888 -1.9521  0.215
H -6.1214 0.6059 0.6765  0.205
H -4.7502 1.5086 0.0149  0.214
H -4.6821 0.8913 1.6670  0.215
C 2.5952 -4.2210 2.6344  -0.610
C 2.4082 -2.7555 2.2655  -0.395
C 1.0373 -2.2036 2.6470  -0.407
C -0.1162 -2.7957 1.8480  -0.818
Ge -0.2676 -2.3066 -0.0631  1.037
C 1.1435 -2.8430 -1.3718  -0.799
C 0.9241 -4.2487 -1.9162  -0.410
C 1.0764 -5.3342 -0.8590  -0.394
C 0.9019 -6.7325 -1.4315  -0.601
H 3.5974 -4.5677 2.3829  0.211
H 1.8870 -4.8652 2.1131  0.200
H 2.4505 -4.3703 3.7055  0.205
H 2.5704 -2.6297 1.1905  0.184
H 3.1813 -2.1575 2.7544  0.208
H 1.0404 -1.1126 2.5346  0.207
H 0.8678 -2.3936 3.7125  0.205
H -1.0727 -2.4784 2.2701  0.242
H -0.1089 -3.8871 1.8974  0.221
H -1.5620 -2.9035 -0.6187  -0.150
H 2.1330 -2.7598 -0.9126  0.214
H 1.1187 -2.1149 -2.1866  0.236
H 1.6343 -4.4416 -2.7278  0.205
H -0.0726 -4.3177 -2.3641  0.203
H 0.3452 -5.1774 -0.0584  0.191
H 2.0599 -5.2425 -0.3878  0.196
H -0.0888 -6.8496 -1.8727  0.204
H 1.0202 -7.5005 -0.6673  0.210
H 1.6353 -6.9263 -2.2153  0.203

Cartesian forces (eV/Å) of the 2 atoms listed first:
0.2 0.6 0.0
0.4 0.1 0.0

Summary:
total charge	0
total energy	-94052.1384	eV
energy relative to the best compared isomer or geometry (same formula, charge and spin)	5.2	kcal per mole
HOMO-LUMO gap	7.877	eV
HOMO level	-7.565	eV